Entry 1:
{"formula": "C5H5N", "method": "wB97M-V/def2-TZVPD", "spin_multiplicity": 1, "orbital_gap_ev": 8.11, "lumo_energy_ev": -0.03, "homo_ev": -8.14, "e_tot_ha": -248.0429, "de_lowest_kcal_mol": 145.7, "elements": ["C", "C", "N", "C", "C", "C", "H", "H", "H", "H", "H"], "coordinates": [[-0.59000, -0.67637, -1.61167], [0.16333, 1.62174, 1.24187], [0.59293, -1.06237, 1.51708], [0.38715, 0.00205, 0.86902], [0.15067, 1.32348, -0.05969], [0.17162, 0.13993, -0.64358], [0.56856, -0.89140, 2.52220], [0.88662, 2.25197, 1.73510], [-0.70385, -1.68451, -1.20853], [-0.04443, -0.76171, -2.55330], [-1.58260, -0.26281, -1.80851]], "forces_ev_per_a": [[0.0691, -0.0413, -0.1955], [-0.0782, -0.5110, 0.2387], [-0.4432, 0.3099, 0.3124], [-0.0087, 0.7384, -1.3010], [-0.1833, -0.5246, 0.4413], [0.2168, -0.0228, 0.5611], [0.2223, 0.1044, -0.0346], [0.1944, -0.0727, -0.0382], [0.0508, 0.0700, 0.0119], [-0.1019, -0.0340, 0.0243], [0.0619, -0.0163, -0.0203]]}

=====

Entry 2:
{"formula": "C4H3NOS", "method": "wB97M-V/def2-TZVPD", "spin_multiplicity": 1, "orbital_gap_ev": 9.32, "lumo_energy_ev": 0.44, "homo_ev": -8.88, "e_tot_ha": -682.2617, "de_lowest_kcal_mol": 68.4, "elements": ["C", "C", "C", "N", "O", "C", "S", "H", "H", "H"], "coordinates": [[-2.01061, -1.86256, -1.29586], [-1.25567, -1.10726, -0.76216], [-0.43123, -0.13980, -0.15337], [-0.80457, 0.83316, 0.61378], [0.25038, 1.62729, 0.92915], [1.52772, 1.03867, 0.78114], [1.30559, -0.26783, -0.51063], [-2.66752, -2.59663, -1.75839], [2.17328, 1.84340, 0.43420], [1.91263, 0.63158, 1.72214]], "forces_ev_per_a": [[-0.6762, -1.0936, -0.5691], [-0.7046, 0.4049, 0.2874], [0.7787, 0.6657, 0.6227], [-0.1773, -1.5923, -1.1937], [0.2281, 0.8342, 0.6597], [0.1644, -0.2166, -0.6200], [-0.0561, 0.6499, 0.5973], [0.5517, 0.6610, 0.3598], [0.1342, -0.1834, -0.0547], [-0.2429, -0.1297, -0.0893]]}

=====

Entry 3:
{"formula": "C5H10CdO3", "method": "wB97M-V/def2-TZVPD", "spin_multiplicity": 1, "orbital_gap_ev": [5.24, 5.24], "lumo_energy_ev": [-0.51, -0.51], "homo_ev": [-5.75, -5.75], "e_tot_ha": -589.7314, "de_lowest_kcal_mol": 107.9, "elements": ["O", "C", "C", "O", "C", "C", "O", "C", "Cd", "H", "H", "H", "H", "H", "H", "H", "H", "H", "H"], "coordinates": [[1.94124, 1.68692, -0.33833], [2.81170, 0.87705, 0.38369], [2.68629, -0.53746, 0.16644], [0.77472, -0.82909, 0.62364], [-0.11602, -1.38587, -0.30635], [-1.49967, -0.80154, -0.09098], [-1.36541, 0.62449, -0.04796], [-2.60011, 1.32302, 0.03013], [0.44587, 1.16655, 0.72271], [3.85356, 1.23542, 0.43760], [3.32146, -1.19339, 0.77195], [2.55658, -0.83720, -0.88631], [-0.18013, -2.48350, -0.21322], [0.21640, -1.14582, -1.33291], [-1.94061, -1.14445, 0.85854], [-2.17254, -1.07366, -0.91779], [-2.37453, 2.39185, 0.10710], [-3.18950, 1.13686, -0.87803], [-3.16931, 0.98984, 0.91007]], "forces_ev_per_a": [[2.5894, 1.4675, -1.9446], [0.5325, -2.3803, -1.0428], [2.3779, 2.5706, -0.5715], [-1.1249, -2.4136, 0.4818], [0.3792, -0.0326, 0.2383], [-0.3301, -0.6848, -0.1354], [-2.1654, -0.1163, -0.7098], [-0.3708, 0.0392, -0.0464], [-0.3747, 1.2077, 2.3082], [-0.4953, 0.0715, 1.1012], [-0.2451, 0.2343, -0.2627], [-0.9861, -0.2922, 0.6274], [-0.0593, 0.2142, -0.0636], [-0.0905, -0.0979, 0.0468], [0.1478, 0.1175, -0.1682], [0.0754, 0.1658, 0.1284], [-0.0775, -0.2527, -0.0219], [0.1129, 0.0611, 0.2135], [0.1046, 0.1210, -0.1787]]}

=====

Entry 4:
{"formula": "C7H8NO2S2", "method": "wB97M-V/def2-TZVPD", "spin_multiplicity": 1, "orbital_gap_ev": [5.29, 4.77], "lumo_energy_ev": [3.18, 3.18], "total_charge": -1, "homo_ev": [-2.11, -1.59], "e_tot_ha": -1273.0907, "de_lowest_kcal_mol": 59.7, "elements": ["C", "C", "C", "C", "C", "C", "C", "N", "O", "O", "S", "S", "H", "H", "H", "H", "H", "H", "H", "H"], "coordinates": [[-0.27600, 1.12972, 3.48758], [0.12140, 1.26929, 1.33570], [-0.23167, -0.07816, 1.43647], [-0.23240, -1.09771, 0.49850], [0.46694, 2.28768, 0.28799], [0.16931, -0.89499, -3.15646], [-0.11896, -1.54093, -1.82794], [0.13226, 1.87097, 2.53421], [0.05690, -0.77113, -0.79547], [-0.61244, -2.37186, 0.87191], [-0.55227, -0.50690, 3.04171], [-0.90875, -3.06565, -1.87108], [-0.43357, 1.46688, 4.43238], [-0.26718, 2.33521, -0.62601], [0.58647, 3.22600, 0.88677], [1.54534, 2.12855, -0.10852], [-0.57412, -0.94666, -3.98252], [0.63977, 0.11381, -2.94121], [1.07785, -1.53367, -3.61323], [-0.58890, -3.02044, 0.10922]], "forces_ev_per_a": [[0.3626, -1.3626, -0.7290], [0.2588, 1.1178, -0.0179], [0.5744, -0.7071, -2.0295], [-0.4006, -0.8367, -1.0252], [1.1493, -0.3444, -1.9202], [3.4728, -0.5425, -0.2771], [-1.2263, -1.3885, -2.4704], [-0.3649, 1.2920, 0.4211], [-0.1325, 0.5771, 2.2688], [0.7056, 0.9214, 0.2685], [-0.5657, -0.4407, 1.1479], [0.1383, -0.1787, -0.1312], [-0.2961, 0.8063, 2.6631], [1.3866, 0.0983, 1.7327], [-0.6667, -0.5654, -0.9847], [-1.6534, -0.0114, 0.1145], [0.0356, 0.3171, 1.0348], [-0.8840, -0.7799, -0.6669], [-1.6770, 1.2902, 0.7164], [-0.2166, 0.7375, -0.1155]]}